{
  "formula": "C4H5FS",
  "method": "ωB97M-V/def2-TZVPD",
  "de_lowest_ev": 0.447,
  "energy_ha": -653.4245,
  "orbital_gap_ev": 8.06,
  "charge": 0,
  "homo_ev": -8.849,
  "fmax_ev_per_a": 1.09,
  "symbols": ["C", "C", "C", "C", "H", "H", "H", "H", "H", "F", "S"],
  "coordinates": [[1.286, -0.962, -1.084], [0.203, -0.095, -0.472], [0.007, -0.206, 0.999], [0.714, -0.997, 1.807], [1.362, -0.775, -2.160], [2.250, -0.729, -0.606], [1.068, -2.020, -0.868], [0.485, -1.025, 2.871], [1.513, -1.655, 1.439], [-0.945, 0.575, 1.495], [-0.715, 0.912, -1.352]],
  "forces_ev_per_angstrom": [[-0.1, 0.1, 0.4], [0.0, 0.0, 0.0], [0.8, -0.5, -0.5], [0.1, -0.2, 0.1], [-0.1, -0.1, 0.3], [-0.2, -0.1, -0.2], [0.1, 0.3, -0.3], [0.1, 0.1, -0.3], [-0.6, 0.5, 0.1], [-0.3, 0.1, 0.2], [0.2, -0.2, 0.1]],
  "lowdin_charge": [-0.1341, -0.7613, -0.4318, 0.1093, 0.0677, 0.0872, 0.0889, 0.0787, 0.0750, 0.0366, 0.7839]
}

{
  "formula": "C4H5N3",
  "method": "ωB97M-V/def2-TZVPD",
  "de_lowest_ev": 1.992,
  "energy_ha": -319.6390,
  "orbital_gap_ev": 10.95,
  "charge": 0,
  "homo_ev": -10.382,
  "fmax_ev_per_a": 1.19,
  "symbols": ["C", "N", "C", "C", "N", "C", "N", "H", "H", "H", "H", "H"],
  "coordinates": [[0.679, -1.236, 0.888], [0.310, 0.172, 0.771], [-0.669, 0.520, -0.234], [-0.676, 1.988, -0.365], [-0.663, 3.139, -0.444], [-0.466, -0.103, -1.574], [-0.314, -0.638, -2.588], [0.881, -1.434, 1.935], [1.584, -1.487, 0.327], [-0.122, -1.903, 0.549], [1.135, 0.747, 0.638], [-1.678, 0.235, 0.097]],
  "forces_ev_per_angstrom": [[0.1, -0.2, 0.0], [0.1, 0.2, -0.1], [-0.1, 0.1, 0.0], [-0.1, 1.0, -0.2], [0.0, -1.0, 0.1], [0.1, -0.5, -1.0], [-0.1, 0.5, 1.1], [0.0, -0.2, 0.1], [-0.1, 0.0, -0.1], [0.1, 0.2, 0.1], [-0.1, -0.1, 0.1], [0.2, -0.1, 0.0]],
  "lowdin_charge": [-0.1053, -0.0835, -0.3464, -0.1689, 0.1777, -0.1680, 0.1707, 0.0746, 0.0842, 0.0895, 0.1180, 0.1575]
}

{
  "formula": "C47H47CrN5OSSb2",
  "method": "ωB97M-V/def2-TZVPD",
  "de_lowest_ev": 0.000,
  "energy_ha": -4090.8234,
  "orbital_gap_ev": [6.70, 6.04],
  "charge": 2,
  "homo_ev": [-12.938, -13.165],
  "spin_multiplicity": 5,
  "fmax_ev_per_a": 1.02,
  "symbols": ["Cr", "C", "C", "C", "C", "C", "C", "N", "Sb", "C", "C", "C", "C", "C", "C", "N", "C", "C", "C", "C", "C", "C", "N", "H", "H", "H", "H", "H", "H", "H", "H", "H", "H", "H", "H", "H", "H", "H", "H", "H", "H", "C", "C", "C", "C", "C", "C", "Sb", "C", "C", "C", "C", "C", "C", "C", "C", "C", "C", "C", "C", "H", "H", "H", "H", "H", "H", "H", "H", "H", "H", "H", "H", "H", "H", "H", "C", "C", "C", "N", "C", "S", "N", "C", "O", "C", "C", "C", "C", "C", "C", "H", "H", "H", "H", "H", "H", "H", "H", "H", "H", "H", "H", "H", "H"],
  "coordinates": [[0.164, -0.837, -0.190], [-1.407, -3.121, -3.620], [-0.377, -2.046, -3.489], [0.320, -1.534, -4.576], [1.281, -0.549, -4.389], [1.573, -0.084, -3.113], [0.834, -0.654, -2.091], [-0.100, -1.555, -2.268], [0.748, -3.540, 1.005], [-1.183, -3.853, 0.177], [-1.796, -5.091, 0.070], [-3.104, -5.128, -0.408], [-3.721, -3.947, -0.770], [-3.024, -2.742, -0.657], [-3.636, -1.442, -1.090], [-1.783, -2.706, -0.180], [0.384, -0.215, 1.684], [0.964, 0.286, 2.836], [0.146, 0.342, 3.964], [-1.163, -0.112, 3.904], [-1.679, -0.600, 2.707], [-3.074, -1.124, 2.582], [-0.884, -0.600, 1.634], [-1.240, -3.713, -4.518], [-2.405, -2.685, -3.694], [-1.384, -3.778, -2.752], [0.112, -1.915, -5.566], [1.814, -0.152, -5.243], [2.326, 0.671, -2.939], [-1.285, -6.001, 0.355], [-3.628, -6.070, -0.498], [-4.734, -3.946, -1.150], [-4.055, -1.529, -2.093], [-2.882, -0.654, -1.087], [-4.459, -1.159, -0.429], [1.996, 0.601, 2.880], [0.527, 0.743, 4.894], [-1.796, -0.076, 4.781], [-3.787, -0.412, 2.999], [-3.189, -2.053, 3.143], [-3.316, -1.317, 1.541], [5.348, -2.106, 3.951], [4.860, -3.158, 3.190], [4.124, -2.902, 2.042], [3.866, -1.588, 1.660], [4.379, -0.534, 2.412], [5.116, -0.795, 3.559], [2.807, -1.167, -0.111], [3.661, -2.561, -1.431], [5.032, -2.792, -1.346], [5.628, -3.729, -2.178], [4.856, -4.444, -3.083], [3.487, -4.223, -3.157], [2.888, -3.281, -2.335], [3.551, 0.743, -0.550], [4.701, 0.864, -1.325], [5.233, 2.123, -1.566], [4.625, 3.250, -1.031], [3.483, 3.125, -0.253], [2.942, 1.870, -0.011], [5.928, -2.307, 4.841], [5.063, -4.179, 3.483], [3.786, -3.735, 1.434], [4.239, 0.494, 2.097], [5.521, 0.024, 4.138], [5.645, -2.262, -0.625], [6.693, -3.903, -2.115], [5.321, -5.180, -3.724], [2.886, -4.787, -3.858], [1.819, -3.119, -2.408], [5.182, -0.007, -1.754], [6.122, 2.224, -2.172], [5.045, 4.229, -1.220], [3.012, 4.005, 0.164], [2.041, 1.780, 0.580], [-5.395, 3.565, -1.245], [-5.404, 2.355, -0.321], [-4.206, 2.328, 0.614], [-2.985, 2.091, -0.173], [-1.735, 1.974, 0.223], [-0.565, 1.390, -0.927], [-1.339, 2.318, 1.467], [-1.762, 3.329, 2.396], [-1.551, 3.124, 3.559], [-2.320, 4.589, 1.854], [-3.180, 5.317, 2.675], [-3.717, 6.507, 2.218], [-3.374, 6.982, 0.957], [-2.492, 6.274, 0.152], [-1.966, 5.071, 0.595], [-6.267, 3.567, -1.896], [-4.512, 3.591, -1.888], [-5.402, 4.490, -0.667], [-5.444, 1.421, -0.892], [-6.302, 2.363, 0.298], [-4.282, 1.527, 1.353], [-4.135, 3.279, 1.133], [-3.123, 1.844, -1.144], [-0.457, 1.901, 1.753], [-3.420, 4.938, 3.659], [-4.393, 7.071, 2.844], [-3.785, 7.919, 0.607], [-2.209, 6.665, -0.816], [-1.262, 4.533, -0.027]],
  "forces_ev_per_angstrom": [[-0.9, 0.4, -0.1], [0.0, 0.0, 0.0], [0.0, 0.1, 0.1], [0.0, 0.0, 0.0], [0.0, 0.1, 0.0], [-0.2, -0.1, -0.1], [0.4, 0.1, 0.0], [0.2, -0.2, 0.0], [0.2, 0.0, 0.0], [-0.1, 0.1, 0.0], [-0.1, 0.0, 0.0], [0.0, 0.0, 0.0], [0.0, 0.0, 0.0], [0.0, -0.1, -0.1], [0.0, 0.0, 0.0], [0.0, -0.1, -0.1], [0.2, 0.1, 0.1], [-0.2, -0.1, 0.1], [0.0, 0.0, 0.0], [0.0, 0.0, 0.0], [0.0, -0.1, 0.1], [0.0, 0.1, 0.0], [0.4, -0.2, 0.0], [0.0, 0.0, 0.0], [0.0, 0.0, 0.0], [0.0, 0.0, 0.0], [0.0, 0.0, 0.0], [0.0, 0.0, 0.0], [0.0, 0.0, 0.0], [0.0, 0.0, 0.0], [0.0, 0.0, 0.0], [0.0, 0.0, 0.0], [0.0, 0.0, 0.0], [0.0, 0.0, 0.0], [0.0, 0.0, 0.0], [0.0, 0.0, 0.0], [0.0, 0.0, 0.0], [0.0, 0.0, 0.0], [0.0, 0.0, 0.0], [0.0, 0.0, 0.0], [0.0, 0.0, 0.1], [0.0, 0.0, 0.0], [0.0, 0.0, 0.0], [0.0, 0.0, 0.0], [0.1, 0.0, 0.1], [0.0, 0.0, 0.0], [0.0, 0.0, 0.0], [0.0, -0.3, 0.0], [0.1, 0.0, 0.0], [0.1, 0.0, 0.0], [0.0, 0.0, 0.0], [0.0, 0.0, 0.0], [0.0, 0.0, 0.0], [-0.1, 0.0, 0.0], [0.1, 0.1, 0.0], [0.0, 0.0, 0.0], [0.0, 0.0, 0.0], [0.0, 0.0, 0.0], [0.0, 0.0, 0.0], [0.0, 0.1, -0.1], [0.0, 0.0, 0.0], [0.0, 0.0, 0.0], [0.0, 0.0, 0.0], [0.0, 0.0, 0.0], [0.0, 0.0, 0.0], [0.0, 0.0, 0.0], [0.0, 0.0, 0.0], [0.0, 0.0, 0.0], [0.0, 0.0, 0.0], [0.1, 0.0, 0.0], [0.0, 0.0, 0.0], [0.0, 0.0, 0.0], [0.0, 0.0, 0.0], [0.0, 0.0, 0.0], [0.0, 0.0, 0.0], [0.0, 0.1, 0.0], [0.0, -0.1, 0.1], [0.1, 0.0, 0.0], [0.2, 0.0, 0.0], [-0.1, 0.2, 0.1], [-0.1, -0.2, 0.0], [0.1, 0.1, -0.1], [-0.1, 0.1, 0.0], [0.0, 0.0, 0.0], [0.1, -0.1, 0.0], [0.0, 0.0, 0.0], [0.0, 0.0, 0.0], [0.0, 0.0, 0.0], [0.0, 0.0, 0.0], [-0.1, 0.0, 0.0], [0.0, 0.0, 0.0], [0.0, 0.0, 0.0], [0.0, 0.0, 0.0], [0.0, 0.0, 0.0], [0.0, 0.0, 0.0], [0.0, 0.0, 0.0], [0.0, 0.0, 0.0], [0.0, 0.0, 0.0], [-0.1, 0.0, 0.0], [0.0, 0.0, 0.0], [0.0, 0.0, 0.0], [0.0, 0.0, 0.0], [0.0, 0.0, 0.0], [0.0, 0.0, 0.0]],
  "lowdin_charge": [0.1683, 0.0023, -0.2926, 0.0043, -0.0115, -0.0718, -0.4921, 0.0332, 1.3306, -0.5936, -0.1043, -0.0348, -0.0030, -0.3506, -0.0254, -0.0010, -0.4049, -0.0665, -0.0169, 0.0046, -0.2934, 0.0060, -0.0181, 0.0930, 0.0897, 0.0710, 0.1258, 0.1250, 0.1060, 0.1038, 0.1217, 0.1273, 0.0900, 0.0487, 0.0840, 0.0926, 0.1291, 0.1328, 0.0895, 0.1014, 0.0489, -0.0535, -0.0600, -0.1697, -0.3770, -0.1289, -0.0569, 1.5276, -0.3612, -0.1244, -0.0548, -0.0524, -0.0585, -0.1309, -0.3685, -0.1047, -0.0543, -0.0532, -0.0555, -0.1368, 0.1162, 0.1154, 0.0650, 0.0939, 0.1152, 0.1079, 0.1168, 0.1162, 0.1131, 0.0755, 0.0984, 0.1164, 0.1159, 0.1137, 0.0642, -0.0838, -0.2259, -0.1477, 0.0641, -0.6930, 0.8143, 0.1399, -0.3622, 0.1438, -0.1825, -0.0110, -0.0446, -0.0500, -0.0535, -0.0281, 0.0827, 0.0727, 0.0789, 0.1057, 0.1224, 0.1231, 0.1045, 0.1213, 0.1034, 0.1277, 0.1166, 0.1163, 0.1144, 0.1114]
}

{
  "formula": "C12H46N12O11",
  "method": "ωB97M-V/def2-TZVPD",
  "energy_ha": -1969.5709,
  "orbital_gap_ev": [1.60, 8.69],
  "charge": -1,
  "homo_ev": [0.593, -6.559],
  "spin_multiplicity": 2,
  "fmax_ev_per_a": 7.49,
  "symbols": ["C", "O", "H", "H", "H", "H", "C", "O", "H", "H", "H", "H", "C", "O", "H", "H", "H", "H", "C", "O", "H", "H", "H", "H", "C", "O", "N", "N", "H", "H", "H", "H", "C", "O", "N", "N", "H", "H", "H", "H", "C", "O", "N", "N", "H", "H", "H", "H", "C", "O", "N", "N", "H", "H", "H", "H", "C", "O", "N", "N", "H", "H", "H", "H", "C", "O", "N", "N", "H", "H", "H", "H", "C", "C", "O", "H", "H", "H", "H", "H", "H"],
  "coordinates": [[-2.161, -1.602, 1.929], [-1.012, -2.250, 1.400], [-2.576, -0.966, 1.148], [-2.906, -2.331, 2.249], [-1.897, -0.937, 2.751], [-1.402, -2.962, 0.887], [-2.531, -3.105, -2.389], [-1.924, -3.064, -3.702], [-2.950, -4.079, -2.134], [-1.814, -2.813, -1.623], [-3.312, -2.346, -2.358], [-2.105, -3.917, -4.103], [-3.508, 3.961, 2.851], [-2.370, 3.777, 2.008], [-3.935, 4.837, 2.363], [-4.281, 3.194, 2.801], [-3.118, 4.165, 3.848], [-2.572, 2.955, 1.556], [-2.436, 0.285, -3.709], [-2.316, -0.194, -5.039], [-2.849, 1.294, -3.700], [-2.973, -0.313, -2.974], [-1.455, 0.406, -3.249], [-2.803, -1.003, -5.213], [-3.608, 1.969, -0.805], [-3.287, 1.798, 0.329], [-4.615, 1.328, -1.310], [-3.255, 3.004, -1.581], [-5.179, 0.687, -0.771], [-5.015, 1.671, -2.172], [-3.682, 3.163, -2.482], [-2.673, 3.654, -1.071], [1.856, -3.569, 4.047], [2.535, -3.458, 5.037], [1.767, -2.666, 3.154], [1.264, -4.614, 3.688], [2.399, -1.880, 3.197], [1.316, -2.888, 2.277], [1.375, -5.377, 4.342], [0.578, -4.553, 2.950], [3.774, 1.435, -0.800], [3.854, 1.878, -1.902], [3.680, 2.255, 0.197], [3.966, 0.175, -0.516], [3.439, 3.202, -0.061], [3.583, 1.888, 1.133], [4.027, -0.458, -1.301], [3.879, -0.107, 0.450], [1.173, -4.133, -0.366], [0.520, -4.789, 0.443], [1.707, -4.587, -1.455], [1.356, -2.827, -0.244], [2.218, -3.995, -2.094], [1.530, -5.557, -1.676], [0.779, -2.353, 0.437], [2.075, -2.339, -0.759], [3.745, 0.670, 3.608], [3.701, -0.560, 3.467], [4.631, 1.298, 4.240], [2.843, 1.461, 3.098], [4.574, 2.289, 4.430], [5.367, 0.759, 4.671], [2.009, 1.069, 2.684], [2.891, 2.459, 3.250], [0.393, 3.328, -3.422], [-0.718, 3.796, -3.468], [1.207, 3.622, -2.488], [0.862, 2.474, -4.244], [2.141, 3.237, -2.491], [0.922, 4.410, -1.925], [1.871, 2.505, -4.265], [0.291, 2.290, -5.056], [0.169, 0.427, -0.738], [0.027, 0.857, 0.743], [0.658, -0.101, 1.553], [1.141, -0.061, -0.814], [0.098, 1.162, -1.539], [-0.552, -0.376, -0.893], [-0.995, 1.052, 1.070], [0.566, 1.788, 0.917], [0.023, -0.806, 1.699]],
  "forces_ev_per_angstrom": [[-0.4, 0.7, -0.2], [-0.4, -0.3, 0.5], [-0.4, 0.1, 0.0], [0.0, 0.1, 0.1], [0.2, -0.3, 0.1], [0.6, -0.5, -0.4], [0.1, 0.6, -0.5], [-0.3, -0.2, 0.8], [0.0, 0.0, -0.1], [0.3, -0.2, -0.1], [-0.3, -0.2, 0.1], [0.1, 0.0, -0.2], [0.6, 1.4, -1.0], [0.0, -0.9, 0.4], [-0.7, 0.5, 0.9], [0.4, -0.4, 0.2], [-0.6, 0.0, 0.2], [0.4, -0.4, -0.8], [0.4, 0.2, 0.4], [0.0, 0.4, 0.0], [-0.3, 0.0, -0.2], [-0.4, -0.3, -0.5], [0.3, -0.1, -0.3], [0.0, -0.1, 0.6], [-1.5, 2.3, -0.9], [2.2, -0.8, 3.4], [-3.4, -2.7, -2.3], [1.5, 0.8, 0.4], [0.4, 0.1, 0.0], [-0.1, -0.4, 0.2], [0.6, 0.3, 0.3], [0.1, 0.3, -0.9], [2.8, 2.0, 1.9], [1.3, 0.0, 2.7], [-0.4, 5.0, -3.8], [-3.4, -6.6, -0.5], [-0.1, 0.2, 0.0], [0.3, 0.2, 0.2], [-0.7, -0.2, -0.5], [0.1, -0.8, 0.1], [1.0, -0.1, -0.4], [-0.4, 1.2, -4.6], [-0.7, 2.2, 3.4], [0.1, -2.7, 0.8], [0.1, -0.2, 0.5], [-0.3, 0.6, 0.1], [0.0, -0.1, 0.5], [0.0, -0.7, -0.3], [-1.2, 0.4, 1.7], [-0.4, -0.4, 0.2], [1.5, -2.6, -2.8], [0.1, 2.4, 1.0], [-0.3, -0.3, 0.0], [0.3, 0.2, -0.1], [0.4, 0.3, -0.2], [-0.4, 0.1, 0.2], [-2.7, -4.6, -1.8], [0.6, 0.5, -0.1], [5.6, 2.5, 3.8], [-3.0, 2.2, -2.0], [0.1, -0.4, 0.0], [-0.1, 0.2, 0.0], [-0.2, -0.2, 0.0], [-0.3, -0.3, 0.0], [-3.3, 1.3, 0.2], [-2.7, 1.0, -0.3], [3.3, 2.0, 4.3], [1.8, -3.3, -3.8], [0.1, 0.2, 0.6], [0.5, -0.3, 0.1], [-0.2, -0.8, -0.8], [0.5, -0.2, 0.0], [-0.2, -0.6, 0.8], [0.4, 1.0, -1.2], [0.4, 0.0, 0.7], [0.2, 0.2, -0.1], [-0.2, 0.3, 0.4], [-0.2, 0.0, -0.4], [-0.1, -0.2, -0.2], [0.1, 0.2, -0.1], [0.2, -0.4, 0.1]],
  "lowdin_charge": [-0.1410, -0.1804, 0.0704, 0.0791, 0.0910, 0.0761, -0.2533, -0.1781, 0.0532, 0.0525, 0.0338, 0.0473, -0.1686, -0.1603, 0.0682, 0.0745, 0.0697, -0.0024, -0.2064, -0.1345, 0.0478, 0.0459, 0.0579, 0.0554, -0.7697, 0.0272, 0.1550, 0.1819, 0.0991, 0.0919, 0.0990, 0.1129, -0.8757, 0.0236, 0.1927, 0.1795, 0.0651, 0.0661, 0.1237, 0.0990, -0.8468, 0.0203, 0.1820, 0.1885, 0.1121, 0.0648, 0.0995, 0.1051, -0.7881, -0.0052, 0.1480, 0.1691, 0.0776, 0.1051, 0.0484, 0.0867, -0.7855, 0.0217, 0.1800, 0.1613, 0.1159, 0.1333, 0.0877, 0.1093, -0.8840, 0.0157, 0.1768, 0.1878, 0.0760, 0.1218, 0.1135, 0.1272, -0.0514, -0.2879, -0.1135, 0.0440, 0.0548, 0.0579, 0.0880, 0.0963, 0.0171]
}